Entry 1:
# C19H43OP3ReS

A molecular structure, C19H43OP3ReS (the ωB97M-V functional and the def2-TZVPD basis, OMol25).

Geometry as ORCA input:
```
! wB97M-V def2-TZVPD RIJCOSX def2/J DEFGRID3
* xyz 4 4
Re 0.139 -0.035 0.630
P 1.617 0.766 2.159
P -0.881 1.980 -0.034
P 1.935 -0.541 -0.721
H -1.661 -2.233 0.891
C -0.601 -2.125 0.622
C 0.407 -1.999 1.662
H 0.069 -2.040 2.703
C 1.124 0.935 3.919
C 2.243 2.471 1.831
C 3.205 -0.140 2.435
C -2.586 1.503 -0.483
C -1.187 3.479 1.015
C -0.099 2.812 -1.457
C 2.994 -1.989 -0.312
C 3.162 0.797 -1.040
C 1.658 -1.010 -2.467
H -0.353 -2.611 -0.332
H 1.378 -2.472 1.495
H 0.654 0.018 4.302
H 0.456 1.786 4.105
H 2.040 1.101 4.501
H 1.421 3.189 1.748
H 2.850 2.519 0.921
H 2.876 2.773 2.674
H 3.012 -1.203 2.606
H 3.665 0.264 3.342
H 3.917 -0.020 1.613
H -2.752 1.581 -1.564
H -3.279 2.194 0.011
H -2.887 0.498 -0.158
H -1.305 4.345 0.345
H -0.355 3.700 1.695
H -2.107 3.390 1.610
H -0.739 3.662 -1.729
H 0.006 2.133 -2.311
H 0.897 3.202 -1.197
H 3.670 -2.127 -1.164
H 2.388 -2.894 -0.199
H 3.591 -1.842 0.591
H 3.752 0.465 -1.904
H 3.843 0.974 -0.201
H 2.669 1.741 -1.305
H 2.561 -1.518 -2.826
H 1.444 -0.123 -3.071
H 0.801 -1.682 -2.530
C -1.686 -1.740 -3.296
C -2.798 -1.156 -3.935
C -3.309 -1.757 -5.092
C -2.656 -2.846 -5.676
C -1.469 -3.317 -5.117
C -0.982 -2.771 -3.936
O -1.295 -1.442 -2.018
H -1.373 -0.538 -1.624
H -3.254 -0.251 -3.539
H -4.206 -1.349 -5.571
H -3.057 -3.311 -6.576
H -0.903 -4.107 -5.606
H -0.057 -3.132 -3.504
C -2.071 1.585 3.651
S -1.939 0.213 2.432
C -2.037 -1.126 3.652
H -1.560 2.487 3.334
H -1.652 1.240 4.593
H -3.136 1.804 3.757
H -2.963 -0.991 4.217
H -2.084 -2.076 3.125
H -1.164 -1.094 4.308
*
```

Its expectation value of S² is 3.79. As for the energy: -2323.8891 Eh. As for the LUMO energy (alpha / beta): -14.47 / -14.93 eV.

***

Entry 2:
# C6H16N2O2

2 unconnected molecules or ions with the total composition C6H16N2O2 (the ωB97M-V functional and the def2-TZVPD basis, OMol25).

Geometry as ORCA input:
```
! wB97M-V def2-TZVPD RIJCOSX def2/J DEFGRID3
* xyz 0 1
C -0.601 1.331 -1.772
C 0.627 1.788 -0.986
C 0.489 3.261 -0.606
C 0.852 0.916 0.279
C 1.724 -0.302 -0.037
O -0.358 0.512 0.883
H -0.554 0.267 -1.991
H -0.659 1.873 -2.715
H -1.509 1.530 -1.205
H 1.512 1.676 -1.618
H 1.398 3.624 -0.130
H -0.339 3.389 0.088
H 0.298 3.867 -1.490
H 1.355 1.527 1.039
H 2.685 0.009 -0.439
H 1.896 -0.884 0.864
H 1.221 -0.937 -0.762
H -0.769 -0.144 0.286
N -0.985 -2.064 2.075
C -1.157 -2.640 0.859
N -1.298 -4.001 0.867
O -1.173 -1.995 -0.175
H -0.711 -1.088 2.073
H -0.792 -2.618 2.890
H -1.539 -4.479 1.717
H -1.612 -4.419 0.008
*
```

The SMILES is CC(C)[C@H](C)O.NC(N)=O. As for the energy: -498.2529 Eh. As for the LUMO energy: 0.77 eV.

***

Entry 3:
# C5H10IN2

2 unconnected molecules or ions with the total composition C5H10IN2 (the ωB97M-V functional and the def2-TZVPD basis, OMol25).

Geometry as ORCA input:
```
! wB97M-V def2-TZVPD RIJCOSX def2/J DEFGRID3
* xyz 1 1
C -1.333 2.085 -0.542
C -0.211 -1.291 -0.886
C -0.569 1.012 -0.433
C -0.769 -0.495 1.286
C 1.878 1.562 0.164
N -0.648 -0.288 -0.156
N 0.001 -2.556 -0.482
I 2.870 -0.314 0.266
H -2.358 1.970 -0.772
H -0.852 2.949 -0.752
H 0.201 -0.953 -1.925
H -1.064 0.514 1.698
H -1.411 -1.260 1.527
H 0.380 -0.776 1.512
H 1.631 2.103 0.982
H 2.252 1.963 -0.728
H 0.297 -3.306 -1.166
H -0.296 -2.916 0.409
*
```

As for the energy: -603.2848 Eh. As for the LUMO energy (alpha / beta): -4.48 / -4.25 eV.

***

Entry 4:
# F6H24O12P

13 unconnected molecules or ions with the total composition F6H24O12P (the ωB97M-V functional and the def2-TZVPD basis, OMol25).

Geometry as ORCA input:
```
! wB97M-V def2-TZVPD RIJCOSX def2/J DEFGRID3
* xyz -1 1
P 0.424 -0.244 0.584
F 1.999 0.183 0.556
F 0.439 -0.012 2.222
F 0.015 1.364 0.339
F -1.135 -0.580 0.624
F 0.367 -0.331 -1.006
F 0.834 -1.769 0.708
O -2.961 1.378 0.264
H -2.216 1.050 0.767
H -2.705 2.263 0.004
O 2.004 2.615 -0.799
H 1.590 1.912 -0.299
H 2.943 2.477 -0.675
O -1.535 -2.487 -1.588
H -1.366 -2.333 -0.659
H -1.653 -1.612 -1.958
O -3.460 -0.203 -1.972
H -4.353 -0.461 -1.743
H -3.188 0.376 -1.260
O -0.191 0.887 5.287
H -0.848 0.979 4.597
H -0.291 -0.014 5.595
O 1.682 -2.511 -2.101
H 2.507 -2.734 -1.670
H 1.309 -1.816 -1.558
O 0.977 -1.931 3.963
H 0.885 -1.269 3.278
H 0.097 -2.295 4.065
O -0.813 0.960 -3.869
H -1.598 1.114 -4.395
H -1.071 0.282 -3.246
O -1.640 3.675 -0.234
H -1.506 3.549 -1.173
H -0.887 3.249 0.175
O -0.061 3.367 -2.615
H 0.618 2.976 -2.065
H -0.364 2.649 -3.170
O 4.391 -0.627 1.756
H 4.197 -0.028 2.477
H 3.543 -0.784 1.340
O 0.787 -4.403 0.138
H 0.915 -3.727 -0.528
H 1.324 -5.137 -0.158
*
```

As for the energy: -1858.1874 Eh. As for the LUMO energy: 2.76 eV.